This record from OMol25 describes a molecular structure, C40H41BrCsN9OS. The level of theory is ωB97M-V/def2-TZVPD.

Summary:
energy above the lowest of the compared OMol25 structures with the same formula, charge and spin: 0.0573 eV
charge: +2
LUMO energy: -4.43 eV

XYZ file:
```
94
C40H41BrCsN9OS (ωB97M-V/def2-TZVPD)
Cs 0.49892 -0.84997 -0.13849
C -1.60614 -1.07144 -4.74046
C -2.87857 -1.61894 -4.69213
C -3.51546 -1.74091 -3.46780
C -2.85480 -1.31517 -2.31692
N -1.61945 -0.81816 -2.36323
C -1.02375 -0.68925 -3.54237
C -3.50637 -1.35985 -0.96608
C -4.86100 -1.66785 -0.83591
C -5.43475 -1.67983 0.42149
C -4.63964 -1.40858 1.52185
C -3.29499 -1.12727 1.30790
N -2.74427 -1.08022 0.09599
C -2.39721 -0.95904 2.49029
C -2.41537 -1.93745 3.47522
C -1.60022 -1.79974 4.58908
C -0.77956 -0.68902 4.67548
C -0.81651 0.23209 3.64120
N -1.60485 0.11843 2.57452
H -1.07423 -0.95550 -5.67310
H -3.37153 -1.95166 -5.59516
H -4.50303 -2.17404 -3.42559
H -0.02686 -0.26011 -3.52680
H -5.46723 -1.88846 -1.70031
H -6.48535 -1.90693 0.54248
H -5.04699 -1.42323 2.52283
H -3.05636 -2.80070 3.36099
H -1.61055 -2.54693 5.37000
H -0.12269 -0.52911 5.51821
H -0.18376 1.11083 3.67423
C 3.60314 -4.91222 0.24067
C 2.69037 -3.85437 0.33583
N 2.65547 -2.83368 -0.49382
C 3.55156 -2.79912 -1.50237
C 4.49911 -3.81807 -1.69433
C 4.50938 -4.89001 -0.78541
C 5.41597 -3.76217 -2.79696
C 5.38455 -2.73345 -3.66388
C 4.44523 -1.66156 -3.49393
C 4.41702 -0.56597 -4.37381
C 3.51973 0.44717 -4.16110
C 2.65722 0.34380 -3.06269
N 2.65118 -0.66880 -2.22137
C 3.53517 -1.67085 -2.42315
H 3.57787 -5.71909 0.95815
H 1.95373 -3.85498 1.13450
H 5.23208 -5.68585 -0.90995
H 6.12770 -4.56798 -2.91608
H 6.06834 -2.68822 -4.50039
H 5.10840 -0.53447 -5.20578
H 3.47034 1.30662 -4.81392
H 1.93636 1.13604 -2.87111
Br 6.08329 -0.54659 5.39638
C 4.53870 -0.49102 4.33192
C 3.56574 -1.47225 4.45407
C 2.44472 -1.37528 3.64769
N 2.23863 -0.40264 2.76120
C 3.19383 0.51916 2.64927
C 4.35413 0.52645 3.40862
H 3.67585 -2.28739 5.15356
H 1.66659 -2.12712 3.72792
H 3.03486 1.28493 1.89799
H 5.09521 1.30008 3.27518
S -0.76338 2.60125 -1.70941
C -2.43440 2.27033 -1.80561
N -3.20563 2.24261 -0.69508
C -4.53972 2.01698 -0.69463
C -5.20066 1.80252 -1.86619
C -4.44953 1.82272 -3.05588
C -3.10148 2.04803 -3.02908
H -2.75373 2.40809 0.20733
H -5.00978 2.02251 0.27788
H -6.26613 1.63477 -1.86366
H -4.94202 1.66338 -4.00575
H -2.51496 2.07245 -3.93425
C -2.87500 3.00302 3.12007
O -2.04410 2.75924 1.97704
H -3.59909 2.19843 3.24995
H -3.41248 3.93432 2.95262
H -2.27405 3.09189 4.02630
H -1.77442 1.80283 2.01418
N -0.48949 4.71557 0.63920
C 0.93750 4.99948 0.98691
C 1.64563 3.70683 1.39763
N 2.27267 2.92953 0.35455
H -1.00554 5.55155 0.37019
H -0.98863 4.23464 1.40993
H -0.55891 4.00780 -0.14306
H 0.93358 5.74002 1.78485
H 1.40007 5.44134 0.10401
H 0.93491 3.06931 1.93769
H 2.41498 3.96369 2.12848
H 3.12831 3.35694 0.02483
H 1.67659 2.73482 -0.44130
```

This record from OMol25 describes a molecular structure, C16H18F3NO8Ru. The level of theory is ωB97M-V/def2-TZVPD.

Summary:
energy above the lowest of the compared OMol25 structures with the same formula, charge and spin: 3.9058 eV
charge: -2
LUMO energy (alpha / beta): 4.66 / 4.66 eV

XYZ file:
```
47
C16H18F3NO8Ru (ωB97M-V/def2-TZVPD)
Ru -0.00451 -0.71268 -0.06145
O -3.30815 3.36415 3.75441
C -2.55641 2.55198 2.92790
C -1.31289 2.07418 3.31429
C -0.62102 1.25074 2.43693
N -1.10890 0.93407 1.23856
C -2.30116 1.38891 0.87649
C -3.07526 2.20271 1.69130
C -2.75915 0.91885 -0.49074
O -3.87009 1.29182 -0.88699
O -1.92402 0.17961 -1.08340
C 0.71062 0.59837 2.82016
O 1.24891 1.00300 3.86903
O 1.08185 -0.29081 2.02803
H -2.79975 3.50205 4.56393
H -0.86146 2.30188 4.27257
H -4.04866 2.52605 1.35605
C 2.12150 -0.07944 -3.05023
O 0.93825 -0.14179 -2.29733
C 0.36038 -1.42540 -1.94154
C -0.74646 -1.74569 -2.91125
H 2.16862 0.92724 -3.47040
H 2.11828 -0.81385 -3.86718
H 3.00556 -0.26036 -2.42740
H -0.35944 -1.69876 -3.94373
H -1.54890 -1.02952 -2.78629
H -1.11916 -2.75429 -2.71922
C -1.77743 -2.14254 2.69808
C -0.77213 -2.90707 1.84880
C -1.01043 -4.41407 2.00740
C -0.84889 -2.48552 0.37342
H -1.61036 -2.30252 3.76896
H -2.79904 -2.45678 2.45219
H -1.70067 -1.07546 2.50262
H 0.23453 -2.67957 2.21697
H -2.00963 -4.67920 1.64420
H -0.93312 -4.73034 3.05661
H -0.28073 -4.98390 1.42652
H -1.90768 -2.43887 0.05938
H -0.33015 -3.24591 -0.23726
F 3.05724 -4.52495 -1.85233
C 3.33178 -3.38500 -1.24374
F 4.35500 -2.83289 -2.30462
F 4.14613 -3.56276 -0.22998
C 2.24789 -2.40022 -1.07423
O 1.31241 -2.50016 -1.99994
O 2.26377 -1.48472 -0.24008
```

This record from OMol25 describes 5 unconnected molecules or ions with the total composition C12H33F2N5O10S2. The level of theory is ωB97M-V/def2-TZVPD.

Summary:
2S+1: 2
charge: -1
LUMO energy (alpha / beta): 2.36 / -2.04 eV

XYZ file:
```
64
C12H33F2N5O10S2 (ωB97M-V/def2-TZVPD)
N 0.02777 -5.14964 -1.54635
S -0.99300 -4.29555 -2.31260
O -2.34549 -4.70219 -2.45614
O -0.58418 -3.43627 -3.37199
F -1.25400 -3.27195 -1.08058
S -0.10652 -6.36819 -2.74335
O 0.61688 -6.22444 -3.99146
O -1.28008 -7.22850 -2.61306
F 0.95106 -7.29036 -1.95885
N 1.06027 -1.41317 -0.10911
O 0.61285 -0.29016 -0.04031
O 1.82709 -1.69730 -0.99428
O 0.74996 -2.25772 0.68089
C 1.73661 3.00167 -2.61949
C 2.70393 1.98077 -2.35544
C 3.02501 2.06903 -0.80606
O 4.11353 1.13613 -0.67570
C 4.97864 1.48225 0.35807
N 2.13884 0.61377 -2.74474
H 2.10356 4.01939 -2.48651
H 0.81525 2.87372 -2.05132
H 1.55521 2.96503 -3.69366
H 3.58232 2.15292 -2.97745
H 2.35811 1.70451 -0.02474
H 3.30020 3.09445 -0.55931
H 5.19404 2.50354 0.04396
H 5.90553 0.91666 0.26273
H 4.64615 1.56974 1.39242
H 1.44710 0.87617 -3.43229
H 1.53584 0.31626 -1.99109
C -2.95955 0.38247 0.85226
C -4.05852 0.22731 -0.19046
C -3.47193 0.06187 -1.59717
O -2.72398 1.25894 -2.01841
C -3.38774 2.48079 -1.96801
N -4.74533 -0.99418 0.17287
H -2.22415 -0.41847 0.77627
H -3.36672 0.33913 1.86242
H -2.34287 1.26328 0.67341
H -4.77670 1.04523 -0.13283
H -4.33801 -0.08733 -2.24195
H -2.94187 -0.89015 -1.62550
H -2.85526 3.30009 -2.45104
H -3.62207 2.70224 -0.92678
H -4.28253 2.43161 -2.58851
H -4.01154 -1.68243 0.08359
H -5.37538 -1.22958 -0.58061
C 2.45075 0.73105 2.71459
C 1.41920 0.07827 3.57599
C -0.11768 0.48147 3.41431
O -0.17307 1.85623 3.82621
C -1.40772 2.10143 4.37199
N 1.63108 -1.30541 3.23451
H 2.60290 1.78309 2.95576
H 2.28661 0.58317 1.64722
H 3.45984 0.36126 2.89653
H 1.80276 0.08676 4.59624
H -0.73660 -0.21579 3.97899
H -0.45206 0.30751 2.39156
H -2.24337 1.80300 3.73898
H -1.57485 3.12259 4.71466
H -1.66560 1.40580 5.17055
H 2.62290 -1.49273 3.19855
H 1.15652 -1.52900 2.37144
```

This record from OMol25 describes a molecular structure, C10H3Cl2IrN2S3. The level of theory is ωB97M-V/def2-TZVPD.

Summary:
2S+1: 2
charge: +1
LUMO energy (alpha / beta): -6.06 / -7.52 eV

XYZ file:
```
21
C10H3Cl2IrN2S3 (ωB97M-V/def2-TZVPD)
Ir 0.43060 -0.26332 -0.31338
Cl -0.39637 -2.43044 -1.03275
C 0.35358 -3.50667 0.11998
C 0.36064 -4.85086 -0.11941
C 0.95049 -5.68445 0.83562
C 1.52223 -5.16512 1.98660
C 1.50100 -3.79950 2.21193
Cl 2.22321 -3.15919 3.62116
C 0.90287 -2.92812 1.27052
S 0.84038 -1.24860 1.59063
H -0.08028 -5.25680 -1.01938
H 0.95985 -6.75289 0.66870
H 1.98990 -5.81397 2.71330
S 0.70711 1.93078 -0.09686
C 2.39529 1.73299 -0.46593
S 2.60059 0.05801 -0.85227
C 3.34714 2.67891 -0.44482
C 3.02296 4.03688 -0.11041
N 2.73743 5.11036 0.18053
C 4.70631 2.31903 -0.73798
N 5.77658 1.96886 -0.96394
```

This record from OMol25 describes C3H5NOS2 in the gas phase. The level of theory is ωB97M-V/def2-TZVPD.

Summary:
energy above the lowest of the compared OMol25 structures with the same formula, charge and spin: 3.7824 eV
charge: 0
LUMO energy: -1.31 eV
SMILES: CO/C(C=S)=N\S

XYZ file:
```
12
C3H5NOS2 (ωB97M-V/def2-TZVPD)
C 0.04292 1.51675 -0.33303
C 0.00039 -0.74424 0.12501
C -1.41486 -0.67986 0.34891
H 0.81404 2.31609 -0.18748
H -0.53201 1.90134 0.66783
H -0.52293 1.43896 -1.27958
H -1.57587 0.19206 1.12162
H 2.26520 -0.61765 0.10246
N 0.44775 -1.99471 0.05404
O 0.83153 0.36586 -0.15542
S -2.54472 -1.74307 -0.28940
S 2.18855 -1.95153 -0.17496
```

What are the molecular weight values for these records? In order: 908.7, 510.4, 509.6, 510.5, 135.2 g mol⁻¹.
What are the max |F| values for these records? In order: 0.0122, 0.0905, 0.1422, 0.0124, 0.0886 hartree/bohr.